80
Properties=species:S:1:pos:R:3 method="wB97M-V/def2-TZVPD" energy_ha=-4389.84950 multiplicity=2 total_charge=+1 orbital_gap_ev="8.204 / 6.267"
Cu -1.48 -1.22 -0.94
C 5.82 -4.60 -0.84
C 4.58 -3.74 -0.80
C 4.57 -2.54 -0.09
C 3.44 -1.74 -0.05
C 2.31 -2.17 -0.73
C 2.29 -3.36 -1.44
C 3.43 -4.14 -1.47
S 0.89 -1.17 -0.88
O 0.94 -0.39 -2.15
C 0.96 -0.21 0.62
C 0.84 -1.00 1.80
C 0.77 -0.39 3.01
C 0.77 1.03 3.10
C 0.66 1.67 4.36
C 0.63 3.03 4.44
C 0.69 3.81 3.26
C 0.80 3.22 2.04
C 0.85 1.80 1.93
C 0.96 1.15 0.65
C 0.98 1.99 -0.60
C 2.18 2.69 -0.94
C 3.37 2.58 -0.17
C 4.49 3.25 -0.53
C 4.50 4.07 -1.68
C 3.38 4.20 -2.44
C 2.19 3.50 -2.10
C 1.02 3.60 -2.89
C -0.11 2.92 -2.57
C -0.11 2.11 -1.41
S -1.62 1.17 -1.17
O -2.29 1.01 -2.49
C -2.57 2.25 -0.15
C -3.51 3.04 -0.78
C -4.24 3.93 -0.01
C -4.05 4.01 1.37
C -4.84 4.99 2.20
C -3.11 3.17 1.97
C -2.37 2.28 1.22
H 6.64 -4.14 -0.30
H 6.13 -4.77 -1.87
H 5.62 -5.57 -0.39
H 5.47 -2.21 0.43
H 3.44 -0.81 0.50
H 1.40 -3.68 -1.97
H 3.43 -5.07 -2.02
H 0.82 -2.08 1.72
H 0.68 -0.98 3.91
H 0.61 1.06 5.25
H 0.55 3.52 5.40
H 0.66 4.89 3.33
H 0.84 3.82 1.14
H 3.37 1.95 0.71
H 5.39 3.15 0.06
H 5.40 4.60 -1.96
H 3.37 4.82 -3.33
H 1.04 4.22 -3.78
H -0.99 2.94 -3.21
H -3.67 2.95 -1.85
H -4.98 4.56 -0.48
H -5.74 5.31 1.68
H -4.24 5.88 2.41
H -5.13 4.55 3.15
H -2.97 3.21 3.05
H -1.66 1.62 1.70
O -3.36 -1.29 -0.74
N -3.86 -2.48 -0.78
N -3.00 -3.38 -0.94
O -1.70 -3.09 -1.02
C -3.38 -4.78 -1.03
C -4.72 -5.12 -1.00
C -5.06 -6.46 -1.09
C -4.07 -7.42 -1.21
C -2.73 -7.05 -1.24
C -2.38 -5.71 -1.14
H -5.49 -4.36 -0.91
H -6.10 -6.74 -1.07
H -4.34 -8.47 -1.28
H -1.96 -7.80 -1.33
H -1.34 -5.41 -1.16